C15H24AsN6PPt | the ωB97M-V functional and the def2-TZVPD basis

Values from the calculation:
Net charge = +4
Frontier orbital gap (alpha / beta) = 5.1234 / 5.1229 eV
Highest occupied orbital energy (alpha / beta) = -21.555 / -21.555 eV

Element x y z (Å)
Pt (0.663, 0.288, 1.137)
C (0.383, 0.399, -4.220)
N (0.610, 0.865, -2.839)
C (1.033, 2.133, -2.509)
C (1.141, 2.203, -1.159)
N (0.794, 0.951, -0.692)
C (0.450, 0.146, -1.722)
P (-0.101, -1.589, -1.661)
C (-1.306, -1.166, -0.361)
N (-1.099, -0.464, 0.775)
C (-2.276, -0.351, 1.489)
C (-3.204, -1.034, 0.774)
N (-2.593, -1.530, -0.357)
C (-3.279, -2.338, -1.382)
C (1.188, -2.171, -0.561)
N (1.605, -1.571, 0.556)
C (2.604, -2.338, 1.100)
C (2.784, -3.423, 0.283)
N (1.897, -3.309, -0.749)
C (1.762, -4.270, -1.851)
H (0.603, 1.214, -4.904)
H (1.038, -0.436, -4.460)
H (-0.654, 0.099, -4.362)
H (1.263, 2.898, -3.237)
H (1.496, 3.018, -0.555)
H (-2.381, 0.120, 2.448)
H (-4.239, -1.215, 1.026)
H (-4.319, -2.465, -1.091)
H (-3.250, -1.842, -2.351)
H (-2.825, -3.324, -1.467)
H (3.137, -2.107, 2.009)
H (3.479, -4.243, 0.385)
H (2.476, -5.076, -1.711)
H (0.763, -4.703, -1.873)
H (1.968, -3.798, -2.810)
C (-1.837, 2.570, 3.065)
As (-0.027, 2.596, 2.469)
C (0.285, 4.159, 1.422)
C (1.206, 2.465, 3.931)
H (-1.996, 3.492, 3.635)
H (-2.020, 1.732, 3.735)
H (-2.523, 2.565, 2.220)
H (0.037, 5.017, 2.055)
H (-0.363, 4.175, 0.548)
H (1.334, 4.244, 1.145)
H (1.026, 3.341, 4.565)
H (2.239, 2.499, 3.587)
H (1.026, 1.571, 4.529)

Atom charges from the Löwdin analysis, given in e for atoms 1 to 4: Pt 1.405; C 0.049; N -0.059; C 0.051

C4H8F2 | the ωB97M-V functional and the def2-TZVPD basis

Values from the calculation:
Structure (SMILES) = C[C@@H](F)CCF
Energy above the lowest of the compared OMol25 structures with the same formula, charge and spin = 165.55 kJ/mol
Frontier orbital gap = 12.2487 eV
Highest occupied orbital energy = -11.235 eV

Element x y z (Å)
C (1.010, -1.250, 0.156)
C (0.503, -0.058, 0.955)
F (1.733, 0.512, 1.338)
C (-0.301, 0.972, 0.155)
C (-1.209, 0.384, -0.996)
F (-2.035, 1.416, -1.380)
H (2.122, -1.344, -0.062)
H (0.519, -2.212, 0.491)
H (0.614, -1.026, -0.871)
H (-0.017, -0.293, 1.841)
H (0.512, 1.707, -0.067)
H (-1.043, 1.509, 0.901)
H (-0.557, 0.101, -1.931)
H (-1.850, -0.419, -0.529)

Atom charges from the Löwdin analysis, given in e for atoms 1 to 4: C -0.041; C -0.396; F -0.067; C -0.128

C3H11NO2 | the ωB97M-V functional and the def2-TZVPD basis

Values from the calculation:
Structure (SMILES) = C=C(C)N.O.O
Energy above the lowest of the compared OMol25 structures with the same formula, charge and spin = 111.71 kJ/mol
Frontier orbital gap = 8.6180 eV
Highest occupied orbital energy = -8.222 eV

Element x y z (Å)
C (3.136, 1.140, -0.171)
C (2.140, 0.330, -0.526)
C (0.814, 0.823, -1.029)
N (2.336, -1.080, -0.499)
H (3.964, 0.868, 0.458)
H (3.106, 2.198, -0.382)
H (0.426, 1.770, -0.637)
H (-0.020, 0.161, -0.740)
H (0.878, 1.008, -2.096)
H (1.563, -1.718, -0.489)
H (3.077, -1.263, 0.161)
O (-6.552, 2.764, 0.496)
H (-6.300, 1.850, 0.600)
H (-5.889, 3.429, 0.307)
O (-1.248, -4.058, 1.731)
H (-0.440, -4.567, 1.924)
H (-0.991, -3.655, 0.892)

Atom charges from the Löwdin analysis, given in e for atoms 1 to 4: C -0.001; C -0.466; C -0.066; N 0.070

C2H6S2 | the ωB97M-V functional and the def2-TZVPD basis

Values from the calculation:
Structure (SMILES) = CSSC
Energy above the lowest of the compared OMol25 structures with the same formula, charge and spin = 23.77 kJ/mol
Frontier orbital gap = 9.1854 eV
Highest occupied orbital energy = -8.273 eV

Element x y z (Å)
C (-0.951, 1.669, -0.245)
S (-0.810, 0.216, 0.826)
S (0.905, -0.696, 0.238)
C (0.857, -0.985, -1.530)
H (-0.810, 1.428, -1.304)
H (-0.117, 2.313, 0.000)
H (-1.933, 2.119, -0.147)
H (1.888, -1.054, -1.868)
H (0.502, -0.083, -2.035)
H (0.265, -1.811, -1.914)

Atom charges from the Löwdin analysis, given in e for atoms 1 to 4: C -0.472; S 0.397; S 0.406; C -0.483

C5H14S | the ωB97M-V functional and the def2-TZVPD basis

Values from the calculation:
Structure (SMILES) = CCSC.CC
Energy above the lowest of the compared OMol25 structures with the same formula, charge and spin = 164.15 kJ/mol
Frontier orbital gap = 9.4202 eV
Highest occupied orbital energy = -8.497 eV

Element x y z (Å)
C (2.375, 0.340, 0.271)
C (1.371, 0.041, -0.767)
S (1.634, -1.625, -1.381)
C (0.686, -2.611, 0.045)
H (3.281, -0.210, 0.224)
H (2.075, 0.075, 1.404)
H (2.598, 1.388, 0.330)
H (0.462, 0.081, -0.188)
H (1.383, 0.777, -1.580)
H (-0.191, -2.849, -0.458)
H (1.323, -3.490, 0.225)
H (0.604, -2.194, 0.946)
C (-2.313, 0.669, -0.466)
C (-2.078, 1.828, 0.626)
H (-2.039, 1.170, -1.370)
H (-1.629, -0.164, -0.204)
H (-3.348, 0.338, -0.406)
H (-2.289, 1.568, 1.655)
H (-2.852, 2.679, 0.345)
H (-1.053, 2.188, 0.750)

Atom charges from the Löwdin analysis, given in e for atoms 1 to 4: C -0.224; C -0.622; S 0.775; C -0.265

C3H11NO | the ωB97M-V functional and the def2-TZVPD basis

Values from the calculation:
Structure (SMILES) = CN(C)C.O
Energy above the lowest of the compared OMol25 structures with the same formula, charge and spin = 90.86 kJ/mol
Frontier orbital gap = 10.0993 eV
Highest occupied orbital energy = -9.165 eV

Element x y z (Å)
C (0.550, 1.205, 0.553)
N (-0.132, -0.095, 0.433)
C (-1.105, -0.170, 1.518)
C (-0.878, -0.065, -0.878)
H (1.273, 1.334, -0.269)
H (1.102, 1.188, 1.508)
H (-0.135, 2.070, 0.558)
H (-1.841, 0.650, 1.484)
H (-0.594, -0.144, 2.495)
H (-1.642, -1.129, 1.428)
H (-0.261, -0.300, -1.761)
H (-1.269, 0.961, -0.984)
H (-1.730, -0.765, -0.848)
O (2.176, -1.975, -1.797)
H (1.658, -1.382, -1.207)
H (2.828, -1.382, -2.235)

Atom charges from the Löwdin analysis, given in e for atoms 1 to 4: C -0.142; N -0.315; C -0.143; C -0.104

| no. | total energy (a.u.) |
| --- | --- |
| 1 | -3609.291414 |
| 2 | -356.890476 |
| 3 | -326.088927 |
| 4 | -876.161426 |
| 5 | -597.014785 |
| 6 | -250.862040 |